{
  "formula": "C72H155AsF12N12O2P3",
  "method": "ωB97M-V/def2-TZVPD",
  "symbols": ["C", "H", "C", "H", "H", "C", "H", "C", "As", "C", "H", "H", "H", "C", "H", "F", "F", "O", "H", "C", "H", "H", "H", "H", "H", "C", "H", "H", "H", "P", "F", "F", "H", "H", "H", "C", "C", "H", "F", "H", "H", "H", "H", "H", "C", "F", "C", "H", "C", "C", "H", "C", "H", "H", "C", "H", "H", "H", "H", "C", "H", "C", "C", "H", "F", "C", "H", "H", "H", "C", "H", "C", "C", "C", "C", "H", "C", "H", "C", "H", "H", "H", "C", "C", "H", "H", "C", "H", "C", "C", "C", "N", "H", "C", "H", "H", "H", "H", "C", "H", "F", "C", "H", "H", "H", "H", "H", "H", "N", "C", "H", "H", "H", "H", "C", "C", "F", "H", "H", "H", "H", "N", "N", "H", "C", "H", "C", "C", "H", "N", "C", "C", "H", "H", "H", "C", "H", "H", "H", "H", "C", "H", "H", "N", "H", "H", "C", "H", "H", "H", "H", "P", "H", "C", "C", "N", "H", "H", "H", "C", "F", "H", "C", "C", "H", "H", "H", "C", "O", "H", "H", "H", "H", "H", "H", "H", "H", "H", "H", "H", "H", "H", "N", "N", "C", "H", "H", "H", "H", "H", "C", "C", "H", "H", "C", "H", "H", "C", "H", "H", "H", "H", "C", "C", "H", "H", "C", "H", "H", "C", "F", "H", "H", "C", "N", "H", "H", "H", "H", "H", "C", "C", "C", "H", "C", "P", "H", "H", "H", "H", "H", "H", "H", "H", "H", "H", "C", "H", "H", "H", "H", "C", "H", "H", "H", "H", "H", "N", "F", "C", "H", "C", "N", "H", "H", "H", "C"],
  "xyz": [[4.858, -2.594, -0.791], [3.822, -0.683, -3.048], [2.688, 3.602, -2.696], [-8.974, -0.650, -0.315], [-3.600, -1.437, -2.292], [-1.162, -4.367, -4.377], [-5.642, 4.670, -0.795], [-5.831, 1.377, 3.075], [1.537, 1.279, 2.488], [-6.059, -3.331, -4.006], [-0.158, 4.260, -5.807], [-0.091, -1.139, -3.537], [1.709, -1.377, -1.729], [8.085, -2.579, 4.070], [4.394, -5.440, -7.454], [3.907, 4.651, 0.190], [2.466, 0.826, 1.085], [5.954, 0.261, 1.505], [3.155, 4.894, 2.619], [9.357, -0.500, 3.648], [-2.417, 3.075, 0.425], [-6.788, -3.762, -7.520], [-0.294, 5.331, 4.420], [5.550, 1.055, 1.122], [-1.114, -3.965, -6.475], [-0.436, 6.197, 3.774], [6.094, -1.223, 3.779], [-0.121, 4.458, 8.398], [0.110, -1.647, 4.039], [0.867, -2.991, -5.726], [0.181, 1.630, 1.456], [0.974, -0.383, 2.649], [-0.481, 3.632, -3.454], [6.039, 6.341, 4.729], [1.833, 0.433, -8.381], [-10.002, -2.487, 0.263], [-6.973, -3.378, -6.519], [3.532, -5.126, 3.030], [4.876, 3.481, 1.845], [-3.955, -5.564, -2.770], [-4.134, 0.046, -1.363], [-6.853, 1.720, 2.912], [-0.577, 7.148, 4.282], [5.760, 5.382, 3.202], [3.573, 7.136, 4.945], [6.894, 3.334, 0.372], [2.639, -0.305, -8.371], [-7.763, -3.298, -1.285], [-8.284, 0.832, -2.956], [-3.374, 2.750, 0.796], [2.675, -2.245, 2.531], [-1.917, -1.215, 6.944], [-11.187, -2.848, 2.043], [3.530, 0.377, -1.681], [0.977, 6.194, 8.898], [5.895, -4.219, -2.506], [-2.386, -5.067, -2.212], [-0.625, -5.323, -4.413], [1.045, 0.248, -2.026], [2.293, 7.316, 4.547], [3.581, 0.231, -8.237], [-9.670, 2.786, -3.820], [5.364, -4.853, -1.801], [-5.801, -1.127, -0.117], [4.873, 2.454, -0.100], [-7.128, 0.361, -2.062], [1.431, -5.311, -5.838], [-5.243, -2.673, -0.610], [-6.597, 2.972, 0.846], [8.161, -1.678, 1.848], [8.349, -0.765, 1.283], [-6.388, -1.873, -3.776], [0.801, -2.150, 5.846], [1.573, -2.381, -4.167], [-8.143, -2.279, -1.436], [3.329, -1.936, -9.620], [2.705, -1.049, -9.721], [-5.621, -1.176, -4.131], [-5.683, -0.144, 3.056], [5.532, 4.758, 4.905], [-3.026, 1.407, 2.509], [-2.163, -1.734, 9.477], [5.434, 5.597, 4.211], [-8.470, 2.329, -3.000], [0.703, -0.616, 8.934], [0.975, 3.069, -7.724], [0.236, -2.555, 7.207], [1.578, -3.800, -8.474], [3.919, -5.372, -8.436], [0.951, 3.223, -0.959], [-1.305, -2.275, 9.088], [-5.038, 1.997, 1.998], [-5.062, -2.938, -5.785], [4.986, 2.795, 7.767], [-0.815, 0.307, 8.804], [5.008, 1.719, 7.606], [-8.053, -1.786, 0.687], [-1.482, -2.533, -5.488], [1.723, -4.435, -6.427], [0.301, -0.834, -6.618], [0.667, 1.661, 3.989], [3.116, 0.037, -2.633], [-4.951, -0.494, 3.789], [-5.447, -4.622, -5.708], [3.266, 4.531, 8.999], [4.155, -5.343, 0.750], [-10.597, 2.683, -3.247], [-6.631, -0.621, 3.289], [1.752, 4.307, 7.470], [4.005, -2.171, 0.161], [0.822, 2.157, -0.786], [-8.272, 0.365, -3.947], [3.476, 3.826, -4.775], [0.333, 0.145, 7.388], [2.451, -1.204, -7.137], [-5.338, -1.644, -0.968], [6.080, 5.249, 0.983], [4.588, -3.772, 3.509], [-4.446, 3.703, -1.707], [2.783, -4.267, -6.215], [-9.814, -3.561, 0.335], [1.382, 3.898, -4.443], [-4.542, 3.327, 0.354], [0.084, 5.414, 7.003], [-0.107, -0.317, 8.268], [-5.534, 1.871, 4.000], [1.000, -1.618, -6.911], [1.751, 3.512, 6.327], [3.141, -2.050, -7.173], [8.114, -1.297, 3.298], [-2.994, -1.292, -0.228], [0.910, 4.050, -5.831], [9.030, -2.316, 1.711], [3.766, -1.166, 0.476], [-8.898, -2.420, -2.216], [0.980, -1.015, -3.706], [7.177, -3.153, 3.924], [4.195, 7.651, 5.656], [-2.844, -2.363, -0.074], [1.564, 8.038, 4.877], [1.318, 2.883, -6.703], [8.969, -3.132, 3.754], [3.270, 2.027, 5.657], [3.689, 3.294, 7.328], [-3.319, -0.857, 0.720], [-10.806, -2.404, -0.471], [2.911, -3.253, 2.182], [-2.584, -6.629, -3.105], [-1.623, -0.416, 6.273], [-9.232, 0.401, -2.603], [2.293, -6.683, -7.887], [5.378, 3.938, 0.363], [2.656, -2.451, -4.258], [0.615, 5.099, 7.901], [0.765, 6.306, 2.789], [4.834, -3.973, -0.747], [0.445, -5.079, -8.113], [-8.722, 2.728, -2.010], [1.473, -2.965, 5.557], [6.877, -0.471, 3.662], [2.002, 2.960, 2.355], [1.082, -0.226, -4.455], [-0.869, -3.435, -5.550], [0.593, 3.665, -3.404], [9.324, -0.398, 4.728], [-6.239, 0.926, -2.366], [1.369, -1.216, 5.865], [1.707, -0.528, -2.417], [-0.162, -2.183, 4.800], [-2.090, -2.111, 6.346], [-9.721, 3.880, -3.828], [5.748, 3.226, 7.116], [-0.947, -0.815, 0.311], [7.217, -2.109, 1.529], [-1.600, 0.323, -0.921], [1.335, 4.947, -6.285], [-1.573, -3.295, 8.823], [7.036, -0.061, 4.659], [0.510, -2.082, -7.776], [-2.825, -1.014, 7.503], [0.915, 5.882, 9.937], [4.742, -5.652, -2.182], [1.360, 3.435, -2.330], [1.986, 6.393, 3.569], [-3.676, 1.925, 1.825], [1.676, -1.358, -9.927], [5.849, 1.276, 3.281], [-9.730, -1.839, 2.340], [7.427, 1.295, 2.549], [1.677, 3.702, -0.305], [2.678, 3.731, -4.057], [-4.642, 4.243, -0.784], [3.004, -3.947, 4.223], [-7.393, 0.636, -1.038], [6.556, 0.653, 2.716], [2.725, -0.588, -6.274], [-7.271, -1.679, -4.395], [-3.996, -1.041, -1.357], [1.924, -3.704, 2.047], [2.052, -6.116, -9.382], [1.211, -3.057, -3.387], [-0.330, -3.479, 7.114], [3.080, 5.640, 3.396], [-2.627, -4.842, -4.330], [-3.291, -4.001, -4.539], [0.815, 3.347, 5.819], [1.455, -4.727, -7.902], [-7.188, -2.308, -6.603], [-2.771, -5.578, -5.125], [-5.867, -3.636, -5.506], [2.902, 0.930, 3.532], [-0.014, 3.681, -0.732], [0.661, 7.195, 2.175], [-8.758, -1.707, -0.147], [3.644, -3.240, 0.929], [8.238, -2.387, 5.132], [-9.671, 2.402, -4.836], [0.793, 1.947, -6.494], [3.567, 3.462, -2.085], [-0.515, -2.286, 9.837], [4.174, -4.339, 0.360], [3.561, -4.071, 3.297], [2.950, 4.167, 8.034], [4.036, -4.333, -8.760], [-2.895, -5.590, -3.027], [-6.750, -1.414, -2.114], [5.136, 3.082, 8.802], [3.096, 0.905, -3.292], [0.214, 6.973, 8.813], [-5.250, -0.525, 2.131], [-5.205, -3.689, -3.421], [10.221, -1.073, 3.316], [9.378, 0.441, 3.107], [-3.929, 5.045, -0.612], [5.442, -2.009, -1.480], [0.703, 5.347, 2.282], [-10.536, -2.074, 1.640], [3.034, -0.446, -10.561], [4.488, -6.035, -9.085], [-1.226, -1.368, -1.356], [-11.154, -1.173, 1.631], [-1.586, -0.707, -0.564], [-7.580, 2.827, -3.400], [6.213, -5.339, -1.301], [1.022, -2.604, 7.957], [1.888, 6.735, 8.645], [-1.346, 5.978, 3.213], [-0.766, -1.609, 7.843], [5.601, 4.346, -1.192], [2.465, -5.745, -8.439], [-7.963, -3.786, -6.286], [2.927, 2.842, 6.273], [4.056, 6.089, 4.180], [-6.788, -4.090, -3.691], [-0.842, -3.942, -3.419], [2.399, 2.772, -6.739], [-5.559, 2.750, 1.035]],
  "mulliken_charge": [-0.851, 0.404, -0.732, 0.218, 0.386, -0.731, 0.347, -0.544, 2.442, -0.385, 0.359, 0.146, 0.177, -0.702, 0.275, -0.364, -0.210, -0.273, 0.027, -0.816, 0.918, 0.418, 0.063, -0.029, 0.587, -1.029, 0.255, 0.245, 0.247, 0.265, -0.442, -0.520, 0.496, 0.396, 0.196, -0.602, -1.421, 0.468, -0.341, 0.413, 0.044, 0.352, 0.418, 0.124, -0.706, -0.371, -0.811, 0.778, -0.839, -1.011, -0.148, -0.897, 0.390, -0.201, -1.571, 0.350, 0.296, 0.297, -0.632, -0.526, 0.489, -1.481, -1.023, -0.653, -0.614, -0.889, 0.752, 0.864, 0.499, -1.116, 0.407, -0.863, 0.445, -1.130, -1.422, 0.187, -1.166, 0.522, -0.492, 0.082, 0.986, 0.387, -0.433, -0.282, 0.396, 0.535, -0.951, 0.082, -0.974, -0.257, -0.813, 0.180, 0.111, -0.810, 0.433, 0.349, 0.176, 0.785, -1.020, 0.625, -0.660, -0.903, 0.215, 0.508, 0.505, 0.495, 0.369, 0.362, 0.339, -0.507, -0.003, 0.332, 0.517, 0.362, 0.048, -0.308, -0.424, 0.092, 0.329, 0.598, 0.370, 0.262, 0.263, 0.288, -0.976, 0.386, -1.301, -1.000, 0.426, -0.088, -0.170, -0.838, 0.525, 0.608, 0.651, -0.242, 0.227, 0.575, 0.497, 0.538, -0.864, 0.428, 0.785, 0.303, -0.080, 0.396, 0.151, 0.405, 0.318, 0.259, 0.370, 1.516, 0.568, -0.055, -0.071, 0.158, 0.405, 0.210, -0.114, -0.892, -0.330, -0.092, -1.018, -0.162, 0.411, 0.652, 0.277, 1.083, -0.524, 0.407, 0.418, 0.281, 0.162, 0.409, 0.350, 0.331, 0.413, 0.379, 0.804, 0.265, 0.414, 0.365, 0.651, 0.481, -1.014, 0.309, 0.131, 0.266, 0.306, -0.092, -0.715, -0.853, 0.140, 0.507, 0.284, -0.095, 0.660, -0.245, 0.222, 0.456, 0.599, 0.457, -0.170, 0.258, -0.230, 0.709, -0.304, 0.329, 0.412, -0.505, -0.579, 0.257, 0.369, -0.296, 0.716, 0.380, 0.369, 0.104, 0.617, 0.398, -0.433, -1.013, -0.225, 0.140, -1.433, 0.781, 0.321, 0.274, 0.420, -0.075, 0.115, 0.391, 0.365, 0.352, 0.603, -0.061, -1.242, 0.416, 0.404, -0.168, 0.329, -0.686, 0.343, 0.447, 0.334, 0.413, 0.406, 0.055, -0.356, -0.816, 0.351, -0.823, 0.302, 0.397, 0.129, 0.431, -0.225],
  "e_tot_ev": -220410.83840,
  "lumo_energy_ev": -11.646,
  "charge": 7,
  "de_lowest_ev": 0.000
}